Entry 1:
133
Properties=species:S:1:pos:R:3:forces:R:3:mulliken_spin:R:1 method="wB97M-V/def2-TZVPD" total_energy_ha=-4613.10505 fmax_ha_per_bohr=0.02956 total_charge=+3 multiplicity=2
H 2.29115 -2.67868 -3.64642 0.0 0.0 0.0 0.001
H -2.89355 2.65612 4.52545 0.1 -0.1 0.0 0.000
H 0.23025 4.28415 3.48697 0.0 0.0 0.0 0.001
H 3.25354 -4.16341 3.89749 0.0 0.1 0.0 0.000
H -0.98402 -6.94561 -2.39558 0.0 0.1 0.1 0.000
C -3.60221 1.23949 0.19244 0.2 -0.1 0.1 -0.004
S -2.28928 -2.25074 0.36774 0.4 0.5 -0.3 -0.033
H -3.79171 -4.26343 1.70703 0.0 0.1 0.1 0.000
C 0.78191 2.92129 1.92298 0.2 0.3 0.1 -0.060
C 2.45454 -0.49166 2.97937 0.1 -0.1 0.1 -0.007
C -0.40331 5.41993 -0.49099 -0.2 0.4 0.3 -0.001
P 1.43403 1.22553 -0.20304 0.1 -0.5 -0.2 -0.178
C -4.51118 2.07092 -0.47816 0.1 0.1 0.1 0.002
C 3.47655 -0.03975 -1.68865 0.2 0.2 0.1 0.017
H 0.99629 -3.56897 3.13582 0.1 0.0 0.0 0.001
C 0.71106 2.06360 -1.72494 0.1 0.0 0.7 0.069
H -0.53468 7.46498 0.13040 0.0 -0.1 0.0 0.000
H -0.97426 -3.72029 -3.87336 0.0 0.0 0.0 0.000
H 4.61211 -3.47168 -3.54838 0.0 0.0 0.0 0.001
C 1.90390 4.99976 2.34278 0.0 0.0 0.0 -0.001
H -1.36466 3.08137 0.49211 0.1 0.0 0.0 0.007
C 4.77337 -0.48902 -1.88907 0.0 0.2 -0.1 0.001
C -1.35377 1.94672 5.85426 -0.1 0.1 0.0 0.002
C 1.75909 -2.80212 3.19538 0.0 0.0 0.0 0.003
C 0.43040 -0.63989 -3.74055 0.0 -0.3 -0.3 0.023
C 4.01139 -2.15817 3.73655 0.0 0.0 0.0 -0.004
H 2.52073 6.56164 -2.70819 -0.1 0.0 0.0 0.000
H -2.17516 1.22476 2.67214 -0.2 0.0 -0.3 -0.023
H -3.72717 -5.09918 4.01763 0.0 0.1 0.0 0.000
C -0.25945 1.10473 5.99477 0.0 0.0 0.0 0.003
H 6.75798 -0.61432 -1.08244 -0.1 0.0 0.0 0.000
C -1.24179 -2.79990 4.21832 -0.1 0.0 0.1 -0.004
C 3.90812 -3.51543 -0.23527 0.0 0.0 0.0 0.004
C 1.99640 -2.76894 -1.50792 -0.1 -0.2 0.0 0.023
C -3.71176 -0.43963 -3.88355 0.1 0.0 -0.1 0.003
H 2.01147 5.91434 2.91626 0.0 -0.1 -0.1 0.000
H 0.17808 1.33261 -2.33145 0.0 0.4 0.2 -0.042
C -0.58503 0.29041 3.74865 0.1 0.0 0.0 0.036
C -0.04054 -1.26696 -6.00631 0.0 0.1 0.0 0.006
H -1.24383 5.13667 0.13308 0.1 0.1 -0.1 0.000
C 1.31011 4.91846 -2.07327 0.3 0.1 -0.4 0.000
C -2.34383 0.75282 -2.29923 0.0 -0.3 0.0 0.007
C -0.70625 -3.76573 -1.26405 0.3 -0.1 0.1 -0.035
C 3.12842 0.64342 -0.52175 0.0 -0.2 0.1 0.014
P 0.24865 -2.26789 -1.52707 0.8 0.4 -0.8 0.042
C -1.37382 2.79588 -0.56665 0.3 0.0 0.1 0.021
H -3.83325 -4.58174 -0.22047 0.1 0.0 -0.1 0.000
C -2.11560 -3.79922 4.60960 0.0 0.0 0.1 0.001
C 0.43984 -0.33444 -5.09177 0.0 -0.1 0.0 0.005
C -3.06172 -3.87285 2.40145 0.0 0.0 0.1 0.001
H 5.66561 -3.99490 -1.37485 -0.1 0.0 0.0 0.000
C -3.03043 -4.33082 3.70326 0.0 -0.1 0.1 0.000
H 2.02203 -3.00073 0.62193 -0.1 0.0 0.3 -0.013
H -0.02283 -1.04640 -7.06738 0.0 0.0 0.1 0.000
H 4.48747 -0.07713 3.52065 0.0 0.0 0.0 0.000
C 0.12765 0.27716 4.94839 0.0 0.0 0.1 0.005
C -1.26361 -2.33023 2.90200 0.0 0.0 0.1 -0.018
H 1.54640 2.43014 -2.30724 0.0 0.2 -0.1 0.006
H -0.95592 -3.18985 -6.26391 0.0 0.0 0.1 0.000
C -0.55622 -2.47255 -5.55595 -0.1 0.0 0.0 -0.001
C 2.63942 3.58060 0.54232 0.0 0.1 0.0 -0.006
H 1.36559 8.21571 -1.26512 0.0 0.0 0.0 0.000
C -0.03628 -1.86815 -3.28224 -0.2 0.1 0.1 0.017
C -2.55486 1.57214 -4.55019 0.0 0.0 0.0 0.000
H 4.36182 -3.76189 0.71640 0.0 0.0 0.0 0.000
H 6.17250 0.60109 0.99082 -0.1 0.0 0.0 0.000
C -4.00829 0.58984 1.35201 -0.1 0.1 -0.1 -0.004
C 1.63993 2.65934 0.86940 0.2 -0.1 0.0 -0.007
H -4.24420 2.55574 -1.41033 0.0 0.0 0.0 0.000
C -1.66297 1.15925 3.60807 0.1 0.1 0.2 -0.007
Ru -0.24504 -0.47121 0.10583 -1.2 -0.6 0.7 0.956
C 3.72485 -0.83786 3.41137 0.0 0.0 0.0 0.007
C -5.77402 2.27948 0.04780 -0.1 0.0 0.0 0.000
C -2.15382 -2.89221 2.01082 -0.2 -0.1 0.1 0.003
C -6.15568 1.65037 1.22985 0.0 0.1 -0.1 0.001
H 3.53492 5.46391 1.01926 -0.1 -0.1 0.0 0.000
H -2.10295 -4.14943 5.63460 0.0 0.0 -0.1 0.000
C -2.85267 -4.70750 -0.66335 0.0 -0.1 0.0 0.000
C 4.11463 0.85499 0.44621 0.1 0.0 0.0 0.004
C -2.01941 1.69434 -3.27541 -0.1 0.2 -0.2 0.000
C 2.76467 4.74607 1.27980 0.1 0.1 0.0 0.000
H -5.58127 0.27271 2.77388 0.0 0.1 -0.1 0.000
P -1.95547 1.07058 -0.57159 -0.2 -0.3 0.1 -0.127
H -3.49544 -1.02475 -1.84403 0.0 0.0 0.0 0.006
C -3.18373 -0.32542 -2.60928 -0.1 0.1 -0.1 0.001
C 0.26256 4.48855 -1.26996 -0.2 -0.7 0.0 0.000
O -3.70775 -1.93142 0.14702 0.3 -0.1 -0.1 -0.002
H -1.65850 2.58090 6.67951 0.0 0.0 -0.1 0.000
H -4.38749 -1.25395 -4.11761 0.1 0.0 0.0 0.000
H -2.32157 2.31573 -5.30382 0.0 0.0 0.1 0.000
N -0.14530 3.11189 -1.25504 -0.1 0.5 -0.4 0.005
H 0.80517 0.06515 -3.02673 0.3 -0.1 -0.1 0.039
H 2.76201 -0.20067 -2.47331 -0.2 0.0 -0.2 -0.016
H -1.38354 2.54485 -3.04297 -0.2 -0.1 -0.1 0.005
H -3.37265 -0.12787 1.83453 0.2 -0.1 0.1 0.010
C 2.73337 -2.90596 -2.68573 0.0 -0.2 0.0 0.013
C -1.90809 -3.68951 -0.59764 -0.5 0.0 0.0 0.006
H 0.98460 -0.37231 5.07801 -0.1 0.0 0.0 0.001
H 1.82706 4.23993 -2.74422 0.0 0.1 0.1 0.000
H -7.14544 1.81845 1.63604 0.0 0.0 0.0 0.000
C 2.59297 -3.07871 -0.28773 0.1 0.0 -0.1 0.044
H -3.83265 0.43478 -5.84455 0.0 0.0 0.1 0.000
C 0.00021 6.75481 -0.48983 -0.3 -0.2 0.2 0.000
C 4.63801 -3.64867 -1.40981 0.0 -0.1 0.0 0.007
H 5.00147 -2.42402 4.08930 -0.1 0.0 0.0 0.000
C 3.03086 -3.13788 3.62815 0.1 -0.1 0.0 0.001
C 5.41253 0.40650 0.24220 -0.1 0.0 0.1 0.001
C 1.70370 6.25077 -2.06596 0.2 -0.2 -0.2 0.001
C -3.40128 0.51278 -4.85201 0.0 -0.1 0.0 -0.003
C 1.05920 7.17799 -1.26590 0.1 0.1 0.0 0.001
C -5.27689 0.79607 1.87369 0.0 0.0 0.0 0.001
H 0.00760 2.22440 2.15582 -0.3 -0.3 0.2 0.059
H -3.22818 -6.68952 -1.37087 0.0 0.0 0.0 0.000
H -0.56201 -2.36828 4.94296 0.0 0.0 0.0 0.000
H 0.81902 0.62201 -5.43559 0.0 -0.1 0.0 0.001
C 4.04896 -3.35034 -2.63007 -0.2 -0.2 0.0 0.001
H -2.21202 3.32756 -1.02171 -0.1 0.2 0.0 -0.007
P -0.19849 -0.93794 2.46812 -0.1 0.8 -0.1 0.086
C 1.46165 -1.47086 2.88503 0.2 -0.2 -0.3 0.004
C 0.90873 4.08875 2.66506 0.0 0.0 0.0 0.008
C -0.56735 -2.77217 -4.19772 0.0 -0.1 0.0 0.000
C -2.05232 1.98278 4.65132 0.1 0.0 0.1 0.009
H 5.02898 -0.99658 -2.81181 0.0 0.2 0.1 0.001
H 2.21260 0.54570 2.77704 0.0 0.0 0.0 -0.003
H 3.31866 3.39456 -0.28181 0.0 0.0 0.0 0.000
C -1.25304 -6.01826 -1.90208 0.0 0.0 0.0 0.000
H 0.29680 1.08653 6.92484 0.0 0.0 -0.1 0.000
C 5.74236 -0.27188 -0.92143 0.1 0.0 0.0 -0.002
C -2.51282 -5.87828 -1.31989 0.0 0.0 0.0 0.000
C -0.35719 -4.95960 -1.89664 0.1 -0.2 0.1 0.000
H 0.60001 -5.05091 -2.39974 -0.1 0.0 0.0 0.000
H 3.88454 1.40721 1.34671 0.0 0.0 0.0 0.002
H -6.46903 2.92454 -0.47715 0.1 0.0 0.1 0.000

---

Entry 2:
10
Properties=species:S:1:pos:R:3:forces:R:3:nbo_charge:R:1 method="wB97M-V/def2-TZVPD" total_energy_ha=-491.71649 fmax_ha_per_bohr=0.06358 relative_energy_kcal_mol=11.2 total_charge=0
O -2.36695 -0.58454 0.02041 0.6 0.6 0.1 -0.632
O 2.33336 -0.60840 0.24661 0.2 3.3 -0.2 -0.642
H -1.90690 -1.43666 0.00782 -0.4 -0.6 -0.1 0.496
O 0.03767 -1.63830 -0.15191 -0.6 0.5 -0.2 -0.515
C -0.01688 -0.42745 -0.13093 1.6 0.3 0.9 0.378
H 1.83919 -1.40696 0.23668 -0.6 -1.9 0.0 0.496
O -1.49657 1.49864 0.15674 0.4 -1.8 -0.3 -0.473
O 1.49223 1.52182 -0.21228 0.5 -1.7 0.6 -0.480
C 1.38581 0.34317 -0.00647 -0.7 -0.1 -0.8 0.702
C -1.35730 0.30592 0.01722 -1.1 1.4 0.0 0.671

---

Entry 3:
13
Properties=species:S:1:pos:R:3:forces:R:3:nbo_charge:R:1 method="wB97M-V/def2-TZVPD" total_energy_ha=-592.48159 fmax_ha_per_bohr=0.01525 relative_energy_kcal_mol=22.9 total_charge=0
O -2.30361 -0.09007 -0.57412 0.0 0.0 0.0 -0.512
H 1.17679 1.53775 -0.78886 -0.1 -0.2 0.1 0.222
H -1.59497 -1.88427 -0.08646 0.0 -0.3 -0.2 0.123
H 0.35209 1.50086 1.30294 -0.1 -0.1 0.0 0.223
C 0.23124 0.45302 1.56893 0.4 -0.5 -0.3 -0.723
C -2.18475 -1.26979 -0.77943 -0.2 0.7 0.0 0.272
H -2.67775 -1.70326 -1.66706 0.2 -0.4 0.1 0.112
H 0.67927 0.25562 2.53481 0.0 0.1 0.2 0.217
H 2.77219 0.84063 -0.73390 0.0 -0.3 0.1 0.214
C 1.71744 0.58922 -0.84746 0.0 0.7 -0.3 -0.749
H -0.81229 0.15565 1.56121 -0.1 0.2 0.0 0.229
S 1.11223 -0.59640 0.35718 0.0 0.0 0.2 0.149
H 1.53213 0.21104 -1.84780 0.1 -0.2 -0.1 0.224

---

Entry 4:
71
Properties=species:S:1:pos:R:3:forces:R:3:mulliken_charge:R:1 method="wB97M-V/def2-TZVPD" total_energy_ha=-8333.27114 fmax_ha_per_bohr=0.01216 total_charge=0
H -0.96788 -3.40880 0.48727 0.0 0.0 0.0 -0.293
C 0.18382 1.75978 -0.45424 0.2 0.2 0.0 0.944
H 4.03546 -7.05619 0.08964 0.0 0.0 0.0 0.299
H -0.82726 -5.13238 0.86319 0.0 0.0 0.0 0.325
C 3.16447 -2.04403 -0.23257 0.1 0.1 0.0 -0.220
O -2.28226 1.92183 -0.29148 0.1 -0.1 0.2 -0.625
H 2.56115 -1.36492 -0.82988 -0.1 0.0 0.0 0.069
C -1.10307 6.85036 -2.39250 0.0 0.0 0.0 -0.461
H 5.46275 -6.16238 -0.45932 0.0 0.0 0.0 0.305
Cl 1.13899 -1.97701 1.57347 -0.1 0.1 0.2 -0.055
C -1.12190 2.32601 -1.02329 -0.2 0.2 -0.3 1.122
H -2.27099 -1.37109 5.77351 0.0 -0.1 -0.1 0.349
H 0.03801 1.47090 0.59226 -0.1 -0.1 -0.1 -0.315
C 2.88319 -1.86696 1.23763 0.0 0.0 -0.1 -0.504
O 0.54331 0.55012 -1.12404 0.1 0.0 0.1 -0.405
O -1.57415 2.72336 3.30560 -0.6 0.2 0.1 -0.330
H 5.92327 -8.57270 0.14018 0.0 0.0 0.0 0.320
B -2.57847 1.76757 3.08488 0.0 0.1 -0.1 0.127
H 1.28181 3.45965 0.33567 0.0 0.1 -0.1 0.334
H -1.20236 -0.65767 -4.58034 0.0 0.0 0.0 0.364
H -1.53153 0.45257 -6.83449 0.0 0.0 0.0 0.318
H -3.01477 -0.22646 -6.13923 0.0 0.0 0.0 0.345
C -1.43956 5.24436 3.21886 0.2 0.0 -0.2 -0.746
H 3.38795 -2.62073 1.83634 0.0 0.0 0.0 0.239
Cl -0.34837 6.33202 -0.86181 0.0 0.0 0.0 -0.135
O -3.25010 1.82203 1.88251 0.4 -0.1 -0.1 -0.372
Cl -3.04730 2.12101 -6.15963 0.0 0.0 0.0 -0.185
C -1.38532 -1.24652 5.14548 -0.1 0.1 -0.1 -1.453
C -1.38076 5.68660 -3.30971 -0.1 0.0 0.0 -0.408
C -2.80054 0.64234 4.14888 0.1 0.0 0.0 -0.822
H -1.61852 -4.00952 -1.87018 0.0 0.0 0.0 0.320
H 3.21283 -0.87737 1.54954 0.0 0.0 0.0 0.310
H -2.26105 0.56704 -3.86366 0.0 0.0 0.0 0.233
H 1.22222 3.41161 -1.43737 0.0 0.0 0.0 0.211
H -3.80218 0.21093 4.10774 0.1 0.0 0.0 0.362
H 0.90141 0.79150 -1.98656 -0.1 0.0 -0.1 0.270
H -1.94294 4.90732 -2.80017 0.0 0.0 0.0 0.168
C -1.32005 -4.40430 0.22405 0.0 0.1 0.1 0.165
H 4.21913 -1.86021 -0.43038 0.0 -0.1 0.0 0.369
H 2.27153 2.28767 -0.55433 0.0 0.1 0.1 0.445
O -2.04346 3.77343 1.23206 0.1 -0.3 0.3 -0.081
C 5.87131 -7.79006 0.89497 0.0 0.0 0.0 -0.450
C -1.74170 -0.45444 3.89180 -0.1 0.3 0.3 0.553
B -1.68552 3.88614 2.55531 0.1 -0.1 -0.1 0.084
C -1.57434 0.36011 -4.68144 0.0 -0.1 0.1 -0.370
Cl -1.38149 -6.34623 -1.71057 0.0 0.0 0.0 -0.217
Cl -0.17604 1.45649 -4.49968 0.1 0.0 -0.1 -0.170
H -1.08467 3.41670 -1.09906 0.0 0.0 0.2 -0.179
H -2.63021 1.03218 5.15933 0.0 0.0 -0.1 0.274
Br -2.40062 -1.64782 2.49770 0.0 0.0 -0.1 -0.105
Cl 4.70375 -5.43422 1.64269 0.1 0.0 0.2 -0.168
C 5.00601 -6.66435 0.38978 -0.1 0.0 -0.1 -0.433
Cl 7.54366 -7.26113 1.21599 0.0 0.0 0.0 -0.187
C -1.21404 6.30309 3.74112 0.1 0.1 0.2 0.388
H -0.98850 7.20567 4.26699 -0.1 -0.1 -0.2 0.443
H 5.47562 -8.20882 1.81652 0.0 0.0 0.0 0.317
C 1.30669 2.79933 -0.53436 0.0 -0.2 0.0 -1.406
Cl 0.11858 4.95015 -3.93492 0.0 0.0 0.0 -0.175
C -2.24537 0.53400 -6.01905 0.0 0.0 0.0 -0.488
C -1.03002 -4.66146 -1.22979 0.0 0.0 0.0 -0.202
Cl -3.06548 -4.44434 0.59861 0.0 -0.1 -0.1 -0.216
H -0.64465 -0.68166 5.71978 -0.1 -0.1 0.0 0.393
H -1.22235 1.92167 -2.03157 -0.1 0.1 0.1 -0.675
H -0.43840 7.57209 -2.85999 0.0 0.0 0.0 0.352
B -2.53157 2.50412 0.90076 -0.2 0.1 -0.1 0.673
H -1.95112 6.02514 -4.17275 0.0 0.0 0.0 0.399
H -0.85003 0.02682 3.48468 0.1 -0.4 -0.1 0.148
Cl 2.80944 -3.70621 -0.78089 -0.1 0.0 -0.2 -0.177
H -0.97594 -2.22639 4.90256 0.1 0.1 0.0 0.341
H -2.04030 7.34069 -2.13512 0.0 0.0 0.0 0.301
H 0.02883 -4.49003 -1.41577 0.0 0.0 0.0 0.048